No. 1
Computed, not measured: C20H40AlK3O19P as an isolated structure, with ωB97M-V with the def2-TZVPD basis set.

Values from the calculation:
Kohn-Sham gap   0.09201 hartree
ΔE to the lowest compared entry with this formula, charge and spin   529.07 kJ/mol
LUMO energy   -14.079 eV
Charge   +3
HOMO level   -0.60939 Eh
Multiplicity   1

Structure (XYZ):
```
84
C20H40AlK3O19P (ωB97M-V with the def2-TZVPD basis set)
Al 12.45 16.23 -4.33
K 15.13 15.48 0.54
K 11.51 14.45 1.01
K 14.19 18.88 -0.52
P 12.37 16.61 -1.12
O 11.31 15.61 -1.61
O 12.44 16.90 0.39
O 12.31 17.83 -2.10
O 13.66 15.98 -1.64
C 17.15 12.29 -7.30
C 15.97 12.72 -6.44
O 16.61 13.13 -5.14
C 16.03 14.03 -4.40
O 14.91 14.59 -4.63
O 16.86 14.09 -3.37
C 16.74 15.16 -2.51
H 16.85 11.76 -8.20
H 17.81 11.62 -6.76
H 17.65 13.22 -7.59
H 15.22 11.94 -6.33
H 15.50 13.63 -6.83
H 15.72 15.33 -2.17
H 17.15 15.97 -3.12
H 17.48 15.07 -1.71
C 9.47 19.97 1.33
C 10.79 20.02 0.53
O 11.25 21.28 -0.05
C 10.43 21.95 -0.82
O 9.33 21.59 -1.14
O 10.97 23.14 -1.25
C 10.30 24.03 -2.15
H 9.42 19.09 1.97
H 8.71 19.70 0.60
H 9.18 20.89 1.84
H 10.86 19.15 -0.12
H 11.58 19.77 1.25
H 9.48 24.48 -1.59
H 9.99 23.50 -3.05
H 11.02 24.84 -2.31
C 14.06 8.80 -5.55
C 13.77 9.48 -4.34
O 13.18 10.70 -4.59
C 13.03 11.80 -3.78
O 12.64 12.86 -4.14
O 13.56 11.57 -2.50
C 13.75 12.64 -1.64
H 13.24 8.90 -6.27
H 14.44 7.78 -5.58
H 14.78 9.32 -6.19
H 14.65 9.74 -3.75
H 13.17 8.88 -3.67
H 12.78 12.90 -1.22
H 14.25 13.53 -2.03
H 14.38 12.20 -0.88
C 6.41 17.46 -6.92
C 7.39 16.40 -6.21
O 7.58 16.85 -4.84
C 8.56 17.54 -4.31
O 9.75 17.56 -4.74
O 8.10 18.00 -3.10
C 8.92 18.84 -2.31
H 6.75 18.47 -6.69
H 5.45 17.21 -6.46
H 6.30 17.50 -8.00
H 8.29 16.52 -6.82
H 7.18 15.34 -6.31
H 8.36 19.47 -1.61
H 9.72 19.38 -2.82
H 9.48 18.09 -1.76
C 13.59 19.09 8.51
C 14.37 18.78 7.17
O 13.69 17.69 6.53
C 14.11 17.36 5.34
O 14.92 17.98 4.60
O 13.51 16.23 5.00
C 13.42 15.68 3.63
H 12.55 19.37 8.36
H 14.18 19.76 9.13
H 13.64 18.24 9.19
H 15.36 18.36 7.37
H 14.64 19.68 6.62
H 14.28 15.13 3.23
H 13.19 16.47 2.92
H 12.61 14.95 3.64
```

Atom charges from the Löwdin analysis, given in e for atoms 1 to 8: number 1, Al, carries 1.253; number 2, K, carries 0.871; number 3, K, carries 0.916; number 4, K, carries 0.926; number 5, P, carries -0.171; number 6, O, carries -0.215; number 7, O, carries -0.473; number 8, O, carries -0.285



No. 2
Computed, not measured: C20H40AsF6O16 as an isolated structure, with ωB97M-V with the def2-TZVPD basis set.

Values from the calculation:
Kohn-Sham gap   0.36043 hartree
ΔE to the lowest compared entry with this formula, charge and spin   354.30 kJ/mol
LUMO energy   1.592 eV
Charge   -1
HOMO level   -0.30194 Eh
Multiplicity   1

Structure (XYZ):
```
83
C20H40AsF6O16 (ωB97M-V with the def2-TZVPD basis set)
As 1.55 0.25 1.48
F 1.46 0.32 3.29
F 3.14 -0.61 1.46
F 1.61 0.06 -0.29
F -0.02 1.08 1.29
F 2.47 1.74 1.42
F 0.67 -1.30 1.51
C 3.39 -5.35 -0.29
O 4.61 -4.97 0.35
H 2.89 -4.44 -0.65
H 3.47 -6.01 -1.15
H 2.69 -5.87 0.37
H 4.37 -4.35 1.04
C 5.55 0.03 5.87
O 4.77 1.10 6.41
H 5.61 0.30 4.82
H 6.51 -0.06 6.38
H 5.05 -0.94 5.90
H 3.95 1.07 5.92
C -0.69 4.15 7.69
O -1.06 5.50 8.02
H -0.42 4.12 6.63
H 0.27 3.90 8.14
H -1.43 3.38 7.87
H -1.58 5.86 7.29
C -3.69 -2.96 -1.56
O -2.83 -3.87 -0.94
H -3.50 -1.90 -1.47
H -3.98 -3.19 -2.59
H -4.58 -3.16 -0.96
H -2.17 -3.31 -0.52
C -2.88 -5.79 5.01
C -1.65 -6.52 5.50
C -0.52 -5.55 5.78
O -0.26 -5.80 7.12
C -1.02 -6.73 7.64
O -1.00 -7.11 8.79
O -1.84 -7.18 6.70
H -2.63 -5.13 4.17
H -3.39 -5.21 5.79
H -3.65 -6.47 4.65
H -1.26 -7.26 4.80
H -0.81 -4.50 5.68
H 0.38 -5.69 5.18
C 5.58 0.74 -4.16
C 5.49 2.17 -3.49
C 6.40 2.42 -2.31
O 7.14 3.60 -2.66
C 6.90 3.89 -3.91
O 7.34 4.81 -4.55
O 5.95 3.11 -4.43
H 6.62 0.44 -4.19
H 5.18 0.69 -5.17
H 5.10 -0.01 -3.52
H 4.45 2.47 -3.33
H 7.08 1.60 -2.10
H 5.76 2.54 -1.43
C -6.25 5.88 -1.61
C -5.67 4.49 -2.01
C -5.11 3.81 -0.83
O -5.67 2.50 -1.00
C -6.64 2.47 -1.91
O -7.33 1.49 -2.25
O -6.72 3.67 -2.40
H -6.91 6.29 -2.38
H -5.50 6.61 -1.30
H -6.99 5.74 -0.82
H -5.00 4.60 -2.87
H -5.55 4.18 0.09
H -4.02 3.86 -0.89
C -0.10 0.92 -8.01
C -1.04 0.96 -6.87
C -1.99 2.15 -6.83
O -3.20 1.50 -6.72
C -3.11 0.19 -6.89
O -4.10 -0.54 -6.90
O -1.88 -0.15 -7.07
H 0.35 1.90 -8.15
H -0.54 0.79 -9.00
H 0.74 0.24 -7.89
H -0.45 0.93 -5.95
H -1.97 2.58 -7.82
H -1.86 2.86 -6.01
```

Atom charges from the Löwdin analysis, given in e for atoms 1 to 8: number 1, As, carries 0.850; number 2, F, carries -0.314; number 3, F, carries -0.323; number 4, F, carries -0.314; number 5, F, carries -0.302; number 6, F, carries -0.283; number 7, F, carries -0.311; number 8, C, carries -0.166



No. 3
Computed, not measured: a 10-piece molecular cluster, C20H40Br20 overall, with ωB97M-V with the def2-TZVPD basis set.

Values from the calculation:
Kohn-Sham gap   0.36571 hartree
ΔE to the lowest compared entry with this formula, charge and spin   87.32 kJ/mol
SMILES   BrCCBr.BrCCBr.BrCCBr.BrCCBr.BrCCBr.BrCCBr.BrCCBr.BrCCBr.BrCCBr.BrCCBr
LUMO energy   0.125 eV
Charge   0
HOMO level   -0.36110 Eh
Multiplicity   1

Structure (XYZ):
```
80
C20H40Br20 (ωB97M-V with the def2-TZVPD basis set)
Br -1.29 1.19 -0.55
C 0.38 0.19 -0.78
C 0.12 -1.15 -1.42
Br 1.93 -2.00 -1.55
H 0.76 0.07 0.23
H 1.06 0.82 -1.34
H -0.15 -1.03 -2.47
H -0.64 -1.72 -0.90
Br -0.48 1.85 -4.28
C -0.41 3.44 -3.17
C -0.35 4.82 -3.85
Br 0.92 4.78 -5.37
H 0.56 3.32 -2.70
H -1.19 3.45 -2.41
H 0.03 5.52 -3.12
H -1.32 5.14 -4.24
Br 4.04 1.28 -2.23
C 4.70 0.46 -3.93
C 3.61 -0.36 -4.60
Br 4.15 -1.09 -6.31
H 5.57 -0.12 -3.64
H 4.93 1.32 -4.54
H 2.66 0.16 -4.71
H 3.32 -1.12 -3.86
Br -4.99 -0.25 -0.67
C -4.79 0.61 -2.43
C -4.57 2.08 -2.22
Br -4.43 3.04 -3.92
H -5.63 0.29 -3.04
H -3.94 0.25 -3.02
H -3.69 2.25 -1.60
H -5.40 2.57 -1.72
Br 1.65 -5.25 3.90
C 0.46 -4.10 2.86
C 1.02 -2.67 2.95
Br -0.24 -1.23 2.47
H -0.56 -4.13 3.22
H 0.51 -4.42 1.82
H 1.92 -2.54 2.36
H 1.24 -2.51 4.00
Br 0.61 2.55 3.01
C 0.30 4.19 1.92
C -1.19 4.26 1.70
Br -1.59 5.60 0.34
H 0.79 3.97 0.97
H 0.64 5.12 2.36
H -1.68 4.60 2.61
H -1.61 3.33 1.34
Br 3.22 0.86 1.42
C 4.56 2.32 1.71
C 4.20 3.17 2.90
Br 5.63 4.47 3.32
H 4.63 2.87 0.78
H 5.38 1.66 1.96
H 4.01 2.54 3.77
H 3.26 3.71 2.79
Br -4.57 -2.38 3.27
C -3.78 -3.79 2.17
C -3.26 -3.22 0.88
Br -2.60 -4.59 -0.31
H -4.53 -4.56 2.02
H -3.00 -4.26 2.77
H -2.50 -2.44 0.97
H -4.03 -2.73 0.29
Br -4.31 2.27 1.84
C -3.10 0.93 2.62
C -3.36 0.78 4.10
Br -3.00 2.48 5.07
H -2.10 1.17 2.29
H -3.41 -0.01 2.16
H -2.77 -0.01 4.55
H -4.39 0.50 4.33
Br 0.84 -6.74 -1.80
C 2.30 -6.67 -0.48
C 3.22 -5.50 -0.80
Br 4.47 -5.26 0.65
H 2.87 -7.59 -0.54
H 1.88 -6.54 0.51
H 2.67 -4.59 -1.02
H 3.88 -5.64 -1.66
```

Atom charges from the Löwdin analysis, given in e for atoms 1 to 8: number 1, Br, carries 0.727; number 2, C, carries -0.713; number 3, C, carries -0.590; number 4, Br, carries 0.689; number 5, H, carries -0.071; number 6, H, carries 0.014; number 7, H, carries 0.041; number 8, H, carries 0.041



No. 4
Computed, not measured: a 10-piece molecular cluster, C20H40Br20 overall, with ωB97M-V with the def2-TZVPD basis set.

Values from the calculation:
Kohn-Sham gap   0.35813 hartree
ΔE to the lowest compared entry with this formula, charge and spin   183.89 kJ/mol
SMILES   BrCCBr.BrCCBr.BrCCBr.BrCCBr.BrCCBr.BrCCBr.BrCCBr.BrCCBr.BrCCBr.BrCCBr
LUMO energy   0.012 eV
Charge   0
HOMO level   -0.35771 Eh
Multiplicity   1

Structure (XYZ):
```
80
C20H40Br20 (ωB97M-V with the def2-TZVPD basis set)
Br 0.22 6.73 2.01
C 0.20 5.32 0.55
C -1.09 5.40 -0.19
Br -1.16 4.10 -1.71
H 0.30 4.35 1.03
H 1.08 5.46 -0.08
H -1.08 6.37 -0.68
H -1.98 5.22 0.42
Br 1.08 -1.94 -0.60
C -0.12 -0.45 0.08
C 0.28 0.11 1.44
Br -0.68 1.82 1.67
H -1.15 -0.81 0.00
H -0.12 0.28 -0.73
H 1.36 0.15 1.58
H 0.00 -0.55 2.26
Br 2.01 2.78 -1.31
C 1.30 2.27 -3.13
C 1.64 0.81 -3.51
Br 0.92 0.49 -5.35
H 1.68 2.97 -3.87
H 0.22 2.40 -3.14
H 1.19 0.15 -2.77
H 2.72 0.75 -3.48
Br -2.53 0.69 -2.42
C -3.04 0.40 -4.29
C -4.00 1.55 -4.69
Br -4.30 1.32 -6.70
H -3.49 -0.59 -4.36
H -2.17 0.28 -4.95
H -3.49 2.52 -4.64
H -4.97 1.47 -4.21
Br -1.68 1.89 6.73
C -2.12 3.53 5.74
C -2.89 3.19 4.44
Br -3.46 4.94 3.62
H -1.31 4.24 5.56
H -2.75 4.22 6.30
H -3.84 2.71 4.65
H -2.39 2.64 3.64
Br -3.92 -3.73 0.06
C -4.27 -2.08 -0.98
C -5.81 -1.98 -1.03
Br -6.16 -0.36 -2.19
H -3.94 -2.18 -2.01
H -3.85 -1.23 -0.43
H -6.25 -1.87 -0.04
H -6.24 -2.82 -1.56
Br 0.37 -6.44 -2.08
C -0.78 -4.80 -2.16
C -0.79 -4.35 -3.62
Br -1.33 -2.45 -3.62
H -0.28 -4.02 -1.58
H -1.78 -5.02 -1.78
H -1.43 -5.01 -4.19
H 0.25 -4.34 -3.94
Br 4.89 -5.09 -0.67
C 3.50 -4.22 -1.75
C 4.21 -3.65 -2.95
Br 2.82 -2.86 -4.08
H 3.14 -3.39 -1.13
H 2.73 -4.95 -2.00
H 4.72 -4.47 -3.46
H 4.96 -2.92 -2.65
Br 4.31 -0.71 -0.52
C 4.33 0.74 0.90
C 4.84 0.07 2.18
Br 3.50 -1.33 2.79
H 3.37 1.24 0.98
H 5.02 1.51 0.55
H 4.88 0.69 3.08
H 5.75 -0.53 2.07
Br 0.68 -0.45 4.99
C 1.91 -1.39 6.29
C 2.75 -0.50 7.19
Br 4.02 0.54 6.11
H 2.67 -1.92 5.72
H 1.32 -2.04 6.93
H 3.29 -1.13 7.90
H 2.19 0.25 7.75
```

Atom charges from the Löwdin analysis, given in e for atoms 1 to 8: number 1, Br, carries 0.552; number 2, C, carries -0.680; number 3, C, carries -0.635; number 4, Br, carries 0.604; number 5, H, carries -0.028; number 6, H, carries 0.035; number 7, H, carries 0.051; number 8, H, carries 0.045